(1)
The following is a quantum chemistry calculation of a cluster of 2 separate species, C4H7NO2 in total, from the Open Molecules 2025 dataset.

Values from the calculation:
Kohn-Sham gap   8.83 eV
Multiplicity   1
Total energy   -9845.638 eV
HOMO level   -7.87 eV

```
14
Properties=species:S:1:pos:R:3:forces:R:3
C -0.849 -1.396 0.203 0.04 -0.16 0.00
C -0.426 -0.169 -0.542 0.17 -0.01 -0.14
C -1.260 1.842 0.763 -1.20 -0.17 0.99
O -2.116 1.422 1.385 0.83 0.49 -0.55
C 0.805 0.380 -0.461 -0.23 -0.30 0.01
O 1.041 1.671 -0.800 0.00 0.01 -0.06
N 1.912 -0.246 0.075 0.03 -0.04 0.06
H -0.140 -1.621 1.008 -0.10 -0.04 -0.15
H -1.827 -1.231 0.678 0.17 -0.03 -0.12
H -0.947 -2.279 -0.437 0.01 0.00 0.09
H -1.150 0.326 -1.181 0.09 0.05 0.16
H 0.288 2.156 -0.404 0.27 0.10 -0.34
H 1.974 -1.237 -0.103 0.06 0.11 0.01
H 2.780 0.253 -0.052 -0.12 0.00 0.04
```
Forces are in eV/Å.

Here are the Löwdin charges for atoms 1 to 8, given in e: number 1, C, carries -0.11; number 2, C, carries -0.20; number 3, C, carries 0.05; number 4, O, carries 0.08; number 5, C, carries -0.51; number 6, O, carries 0.02; number 7, N, carries 0.13; number 8, H, carries 0.07

(2)
The following is a quantum chemistry calculation of the molecule C4H7NO2, from the Open Molecules 2025 dataset.

Values from the calculation:
Kohn-Sham gap   10.83 eV
Multiplicity   1
Total energy   -9843.722 eV
HOMO level   -9.85 eV

```
14
Properties=species:S:1:pos:R:3:forces:R:3
C -1.282 -1.129 -0.173 -0.03 -0.01 0.02
C -0.397 0.081 -0.088 -0.01 0.28 0.13
N -0.722 1.182 0.472 0.34 -0.46 -0.34
O -2.014 1.122 0.974 -0.26 0.18 0.19
C 0.967 0.024 -0.698 -0.16 0.12 -0.12
C 2.164 0.398 0.047 0.16 0.31 0.09
O 1.832 -0.970 -0.162 0.04 -0.24 0.07
H -2.243 -0.877 -0.631 0.14 -0.01 0.05
H -0.798 -1.926 -0.741 -0.05 0.14 0.08
H -1.499 -1.499 0.835 0.03 0.05 -0.14
H -2.144 2.002 1.350 0.04 -0.17 -0.06
H 0.998 0.087 -1.788 -0.06 -0.02 0.12
H 3.043 0.749 -0.491 -0.14 -0.07 0.06
H 2.060 0.759 1.068 -0.03 -0.09 -0.14
```
Forces are in eV/Å.

Here are the Löwdin charges for atoms 1 to 8, given in e: number 1, C, carries -0.02; number 2, C, carries -0.30; number 3, N, carries 0.05; number 4, O, carries -0.06; number 5, C, carries -0.26; number 6, C, carries -0.11; number 7, O, carries -0.03; number 8, H, carries 0.08

(3)
The following is a quantum chemistry calculation of the molecule C4H7NO2, from the Open Molecules 2025 dataset.

Values from the calculation:
Kohn-Sham gap   9.44 eV
Multiplicity   1
Total energy   -9843.927 eV
HOMO level   -9.00 eV

```
14
Properties=species:S:1:pos:R:3:forces:R:3
O -2.321 -0.920 -0.277 0.10 -0.20 0.37
C -1.195 -1.291 0.298 -0.13 0.21 -0.50
C -0.089 -0.896 -0.682 0.07 -0.04 0.04
N 0.662 0.186 -0.071 0.15 -0.02 0.17
C 0.040 1.492 0.049 -0.09 0.12 0.01
C 1.786 -0.079 0.661 0.06 0.07 0.04
O 2.364 0.720 1.368 -0.14 -0.22 -0.23
H -3.052 -1.116 0.331 0.09 0.01 -0.10
H -0.881 1.449 0.647 0.18 0.02 -0.09
H 0.585 -1.750 -0.827 -0.17 0.12 0.08
H -0.482 -0.583 -1.660 0.06 0.02 0.12
H 0.756 2.149 0.546 -0.15 -0.07 -0.05
H -0.201 1.900 -0.938 0.03 -0.13 0.10
H 2.144 -1.115 0.518 -0.06 0.10 0.04
```
Forces are in eV/Å.

Here are the Löwdin charges for atoms 1 to 8, given in e: number 1, O, carries 0.01; number 2, C, carries -0.03; number 3, C, carries -0.21; number 4, N, carries -0.16; number 5, C, carries -0.04; number 6, C, carries -0.33; number 7, O, carries 0.02; number 8, H, carries 0.11